Here is 5 unconnected molecules or ions with the total composition C2H13NO5 from the OMol25 dataset. Energies are from wB97M-V/def2-TZVPD.

## Properties
* SMILES string: CNC=O.O.O.O.O
* HOMO-LUMO gap: 0.36971 Eh
* ΔE to the lowest compared entry with this formula, charge and spin: 210.17 kJ/mol

```
! wB97M-V def2-TZVPD RIJCOSX def2/J DEFGRID3
* xyz 0 1
C -2.80260 -0.75531 -0.46218
N -2.35750 0.63588 -0.37055
C -1.69383 1.50192 -1.18630
O -1.30955 1.12755 -2.26847
H -2.49480 -1.32454 -1.30008
H -3.90591 -0.70285 -0.26613
H -2.53304 -1.21465 0.48308
H -2.48819 0.88895 0.58805
H -1.69351 2.60188 -0.85551
O 1.93811 -1.02464 -0.73090
H 1.16132 -1.30197 -0.25294
H 1.49896 -0.70381 -1.53842
O 3.34820 -0.88670 1.67252
H 2.80718 -1.59714 1.32540
H 3.45471 -0.07532 1.18158
O 1.98117 2.95277 -0.65591
H 1.96804 2.26936 0.01620
H 2.64485 2.52105 -1.22267
O 0.07482 -2.02755 1.85934
H 0.67223 -1.62959 2.55223
H -0.27065 -1.25531 1.43166
*
```

***

Here is 3 unconnected molecules or ions with the total composition C7H13NO2 from the OMol25 dataset. Energies are from wB97M-V/def2-TZVPD.

## Properties
* SMILES string: C=Cc1c[nH]cc1C.O.O
* HOMO-LUMO gap: 0.34669 Eh
* ΔE to the lowest compared entry with this formula, charge and spin: 256.01 kJ/mol

```
! wB97M-V def2-TZVPD RIJCOSX def2/J DEFGRID3
* xyz 0 1
C 2.43936 0.95008 0.20603
C 1.29690 1.23817 0.81140
C 0.08058 0.72282 0.07021
C -0.75924 1.43827 -0.76234
N -1.61817 0.45266 -1.27235
C -1.35077 -0.80570 -0.81580
C -0.30800 -0.66348 0.06074
C 0.07081 -1.65999 1.08320
H 2.49170 0.65276 -0.83776
H 3.45286 1.18760 0.61173
H 1.07309 1.35852 1.84212
H -0.90388 2.36425 -1.28028
H -2.19837 0.71786 -2.04793
H -2.01439 -1.65932 -1.05554
H -0.04344 -2.64872 0.65064
H 1.06638 -1.73579 1.53558
H -0.61132 -1.54302 1.90895
O 1.44250 -0.85924 -3.19120
H 0.62653 -0.51460 -2.81010
H 2.10364 -0.75460 -2.50325
O -2.34272 0.44048 2.89880
H -1.58014 0.04325 2.46734
H -2.41392 1.27774 2.42981
*
```

***

Here is a molecular structure, C6H9Cl2FeO3PYb from the OMol25 dataset. Energies are from wB97M-V/def2-TZVPD.

## Properties
* HOMO-LUMO gap (alpha / beta): 0.29599 / 0.15804 Eh
* ΔE to the lowest compared entry with this formula, charge and spin: 135.43 kJ/mol

```
! wB97M-V def2-TZVPD RIJCOSX def2/J DEFGRID3
* xyz 4 7
Yb -0.05694 -0.75913 -4.11806
Fe 0.04038 -0.49123 -0.11646
Cl -1.04586 1.40414 -4.04075
Cl 0.97944 -1.55458 -1.94740
C -0.43506 -2.11153 0.68206
C -0.33451 -0.01473 -6.72959
C 0.34518 -2.37203 -6.32515
O -1.09582 -2.82078 1.34833
O -0.43511 -0.06424 -7.87282
O 0.47504 -2.90772 -7.33618
C 0.85526 2.09708 1.85101
P 0.11477 0.45493 2.12858
C 1.03817 -0.21512 3.56258
C -1.52898 0.71905 2.88602
H 1.88445 1.95173 1.49428
H 0.89240 2.69084 2.78055
H 0.27607 2.66366 1.10349
H 0.78981 0.38434 4.44467
H 0.72069 -1.26647 3.68945
H 2.10643 -0.11649 3.34736
H -1.43258 1.21064 3.86579
H -2.14655 1.38743 2.28107
H -2.00670 -0.26975 3.02116
*
```

***

Here is a molecular structure, C27H44LiOPSe from the OMol25 dataset. Energies are from wB97M-V/def2-TZVPD.

## Properties
* HOMO-LUMO gap: 0.25578 Eh

```
! wB97M-V def2-TZVPD RIJCOSX def2/J DEFGRID3
* xyz 0 1
Li -0.27144 -0.40149 -0.41599
O 0.77355 -1.40036 0.55917
P 0.34802 -2.59333 1.37473
C -0.67185 -3.68606 0.28409
C -1.11304 -5.05817 0.82948
C -2.25481 -5.64787 -0.01794
C -2.10023 -5.29022 -1.49512
C -2.17067 -3.76286 -1.70824
C -1.85771 -3.00461 -0.41279
C -0.27345 -2.04478 3.03274
C -1.27022 -2.96757 3.74349
C -2.67711 -2.85740 3.15668
C -3.16272 -1.40965 3.15194
C -2.18661 -0.52469 2.38199
C -0.78822 -0.60264 2.99479
C 1.85165 -3.59793 1.71714
C 1.67496 -4.79693 2.67783
C 2.26457 -4.52185 4.06064
C 3.77290 -4.24453 3.98453
C 4.16072 -3.49732 2.69568
C 2.99444 -2.66832 2.16448
H 0.09076 -3.85202 -0.48997
H -1.45597 -4.98139 1.86373
H -0.26424 -5.74448 0.81740
H -3.21632 -5.27153 0.34048
H -2.27777 -6.73137 0.10835
H -2.88135 -5.78283 -2.07509
H -1.14635 -5.68340 -1.85861
H -3.15818 -3.46129 -2.06140
H -1.45552 -3.45700 -2.47492
H -2.73150 -3.01061 0.24013
H -1.65382 -1.96491 -0.66544
H 0.66234 -2.04960 3.59888
H -1.30187 -2.67307 4.79730
H -0.92533 -4.00417 3.71794
H -3.36351 -3.48977 3.72378
H -2.66360 -3.22666 2.12733
H -3.24299 -1.04931 4.18290
H -4.15673 -1.35227 2.70426
H -2.53476 0.50824 2.36713
H -2.13927 -0.86185 1.33993
H -0.82187 -0.23033 4.02360
H -0.09172 0.02756 2.44043
H 2.11317 -3.97345 0.72160
H 2.18160 -5.66954 2.25755
H 0.62401 -5.06579 2.78051
H 2.07924 -5.38021 4.70854
H 1.74698 -3.67394 4.51625
H 4.32082 -5.18766 4.03306
H 4.06907 -3.66036 4.85796
H 4.46064 -4.21079 1.92311
H 5.01785 -2.85018 2.88492
H 3.30600 -2.05327 1.32148
H 2.66257 -1.98099 2.94804
C -6.32167 -1.54188 -5.10184
C -5.24895 -0.99705 -4.19572
C -4.11487 -0.37675 -4.70017
C -3.13612 0.15874 -3.86884
C -1.93785 0.82072 -4.48893
C -3.29383 0.07409 -2.47654
Se -1.99980 0.92885 -1.32732
C -4.41812 -0.57313 -1.94577
C -4.66065 -0.73897 -0.46762
C -5.37088 -1.09312 -2.81859
H -6.09005 -1.34691 -6.14854
H -7.28433 -1.07981 -4.87456
H -6.43717 -2.62016 -4.97346
H -3.98470 -0.29450 -5.77485
H -2.02020 0.82522 -5.57603
H -1.02166 0.30181 -4.20027
H -1.84387 1.84544 -4.12839
H -3.85634 -0.28813 0.10996
H -4.73978 -1.79937 -0.21104
H -5.59636 -0.25527 -0.17873
H -6.24722 -1.58237 -2.39993
*
```

***

Here is a molecular structure, C20H38AsN2O3S4SbSe3Zr from the OMol25 dataset. Energies are from wB97M-V/def2-TZVPD.

## Properties
* HOMO-LUMO gap (alpha / beta): 0.20510 / 0.25289 Eh
* ΔE to the lowest compared entry with this formula, charge and spin: 0.13 kJ/mol

```
! wB97M-V def2-TZVPD RIJCOSX def2/J DEFGRID3
* xyz -1 2
Zr 1.14346 0.79864 0.50483
O 6.64741 -3.42122 0.71046
C 5.23160 -3.43700 0.47415
C 4.42559 -2.49646 1.31745
C 4.24064 -3.09218 2.72375
O 5.40558 -3.70732 3.30346
C 3.01757 -2.53711 0.72476
Se 2.53485 -1.45064 -0.81442
C 4.98945 -1.09845 1.24379
Se 4.01925 0.37544 2.08089
H 6.93697 -2.51699 0.71418
H 4.92526 -4.48294 0.69643
H 5.02991 -3.21387 -0.56109
H 3.45228 -3.85808 2.66640
H 3.90076 -2.35428 3.40137
H 6.06836 -3.75691 2.60936
H 2.32171 -2.20580 1.50191
H 2.73094 -3.58405 0.50252
H 5.10919 -0.78110 0.23493
H 5.92816 -1.06131 1.79386
S 3.17528 5.22750 -0.87147
Sb 2.49546 4.14857 0.98687
S 3.61878 1.70979 0.35580
S 0.41234 3.23470 0.26797
C -0.47882 -0.83028 0.47412
H -0.15106 -1.63573 1.08877
H -0.65485 -1.23458 -0.54800
H -1.40474 -0.43942 0.85659
C -4.85929 -0.09005 0.48522
C -3.94349 -0.69894 -0.60865
As -2.68407 0.68303 -1.31238
C -3.99360 1.80695 -2.33406
C -5.11070 1.18169 -3.15520
C -2.03601 -0.33223 -2.92130
C -1.85397 -1.85471 -2.87508
H -5.76979 -0.66576 0.76404
H -5.20783 0.87087 0.16890
H -4.28295 0.10837 1.43298
H -4.54978 -1.09135 -1.41985
H -3.36245 -1.52335 -0.14980
H -3.40354 2.46396 -2.97141
H -4.40012 2.48524 -1.61192
H -4.73438 0.46449 -3.86996
H -5.71383 1.89492 -3.68329
H -5.84278 0.66599 -2.52812
H -1.05868 0.06813 -3.10252
H -2.65944 -0.08970 -3.76952
H -0.96102 -2.16733 -2.36869
H -1.79573 -2.30030 -3.87991
H -2.70969 -2.30036 -2.36867
C 0.08539 3.04272 -3.05632
S 1.46615 2.28829 -2.34122
C 2.06965 1.67310 -3.87936
O 0.94451 0.98482 -1.73184
H -0.41653 3.57392 -2.27827
H -0.53286 2.25811 -3.54577
H 0.41460 3.74826 -3.77978
H 2.42700 2.46186 -4.49590
H 1.23953 1.17460 -4.39426
H 2.94355 1.09379 -3.63663
Se 1.27716 0.30469 4.13167
N 0.39263 0.96271 2.63346
C -0.88692 1.22022 3.03925
C -1.91807 1.73520 2.24593
C -3.18721 1.87063 2.75960
C -3.51054 1.41717 4.05001
C -2.53427 0.88639 4.84191
C -1.19979 0.83350 4.38486
N -0.21653 0.32947 5.10808
H -1.77674 1.94910 1.15653
H -3.99505 2.28627 2.13862
H -4.52329 1.45901 4.44418
H -2.70053 0.56764 5.84483
*
```

***

Here is a molecular structure, C25H29F3MoN3O2 from the OMol25 dataset. Energies are from wB97M-V/def2-TZVPD.

## Properties
* HOMO-LUMO gap: 0.24495 Eh
* ΔE to the lowest compared entry with this formula, charge and spin: 89.65 kJ/mol

```
! wB97M-V def2-TZVPD RIJCOSX def2/J DEFGRID3
* xyz 1 1
Mo -0.82658 -0.75004 0.65180
C -3.16356 -3.78568 2.36228
C -2.14514 -3.24529 1.41992
O -2.29338 -1.96784 1.10707
C -1.13932 -4.01373 0.90103
C -0.23447 -3.61095 -0.11852
C 0.37851 -4.66104 -0.98768
N -0.00226 -2.34070 -0.39703
N 0.51081 -2.08090 -1.66421
C -0.01379 -0.98305 -2.07278
O -0.79689 -0.29088 -1.23522
C 0.20229 -0.43658 -3.41721
C 1.03984 -1.11115 -4.30493
C 1.25744 -0.59512 -5.56967
C 0.63652 0.58711 -5.95475
C -0.20150 1.25518 -5.07336
C -0.41924 0.74751 -3.80271
H -4.14201 -3.37374 2.11971
H -2.90680 -3.46721 3.37589
H -3.19860 -4.87133 2.34246
H -1.13851 -5.06190 1.15972
H 0.28787 -5.63615 -0.51720
H 1.42156 -4.42729 -1.19108
H -0.13649 -4.68329 -1.94963
H 1.51728 -2.03023 -3.99395
H 1.90987 -1.11439 -6.25841
H 0.80594 0.98665 -6.94578
H -0.68531 2.17387 -5.37620
H -1.06739 1.26704 -3.11034
F -0.47415 -1.54519 3.19787
C 0.49418 -1.54398 2.22299
F 1.46778 -0.74493 2.65696
F 1.01686 -2.76334 2.16755
C 1.97916 1.93367 -1.22838
C 2.65447 1.69939 0.12907
C 3.07722 0.23944 0.29728
C 1.79407 2.30708 1.22305
C 2.25791 3.44066 1.87529
C 1.45367 4.15602 2.74863
C 0.13280 3.78465 2.95622
C -0.38301 2.65032 2.35722
C -1.87647 2.40611 2.42950
C -2.34581 0.99547 2.75046
C -2.53330 2.90302 1.13456
C 0.48188 1.88164 1.54518
N 0.02260 0.69176 1.04684
H 2.59223 1.52561 -2.03371
H 1.83211 2.99780 -1.41799
H 1.00278 1.45095 -1.26809
H 3.57453 2.28785 0.13914
H 2.25491 -0.45248 0.11880
H 3.48419 0.04562 1.28821
H 3.84965 0.01083 -0.43802
H 3.26509 3.78276 1.67425
H 1.84783 5.03502 3.24141
H -0.50890 4.39355 3.58054
H -2.23895 3.03424 3.24673
H -2.37349 0.32626 1.86784
H -3.39643 1.01267 3.04502
H -1.77298 0.50395 3.53409
H -2.17808 2.32233 0.27679
H -2.29291 3.94875 0.94744
H -3.61811 2.80360 1.18799
*
```